Formula: C58H48AsBrCoFGeIN3
Source: the OMol25 dataset
Level of theory: the ωB97M-V functional and the def2-TZVPD basis

ORCA input file:
```
! wB97M-V def2-TZVPD RIJCOSX def2/J DEFGRID3
* xyz 0 1
Co -0.86 -0.08 -0.86
N 0.14 1.24 -3.58
C 1.21 0.66 -2.88
C 2.47 0.72 -3.47
C 3.52 0.09 -2.84
C 3.29 -0.58 -1.65
C 2.02 -0.58 -1.13
N 0.98 0.03 -1.74
C -0.88 1.98 -3.03
C -1.49 2.98 -3.80
C -2.39 3.81 -3.19
C -2.67 3.64 -1.83
C -2.10 2.58 -1.18
N -1.24 1.73 -1.78
H 0.37 1.46 -4.54
H 2.61 1.25 -4.40
H 4.51 0.12 -3.28
H 4.09 -1.08 -1.11
H 1.75 -1.07 -0.20
H -1.21 3.11 -4.84
H -2.87 4.60 -3.75
H -3.35 4.29 -1.30
H -2.31 2.36 -0.14
Br -1.77 4.89 3.03
C -2.15 3.62 4.38
C -2.93 4.05 5.45
C -3.25 3.17 6.47
C -2.79 1.86 6.42
C -2.02 1.44 5.35
C -1.69 2.31 4.32
I -0.56 1.57 2.77
H -3.28 5.07 5.47
H -3.86 3.51 7.30
H -3.04 1.17 7.21
H -1.67 0.42 5.31
F -0.05 -0.78 0.64
C 7.48 -1.22 1.50
C 7.24 0.12 1.75
C 5.95 0.56 2.05
C 4.89 -0.34 2.10
C 5.14 -1.69 1.85
C 6.42 -2.13 1.55
As 3.03 0.23 2.33
C 3.28 1.86 3.37
C 3.02 1.95 4.73
C 3.08 3.18 5.38
C 3.41 4.32 4.67
C 3.66 4.24 3.31
C 3.58 3.02 2.66
C 2.51 -1.06 3.69
C 3.30 -1.40 4.78
C 2.87 -2.35 5.69
C 1.64 -2.97 5.51
C 0.85 -2.65 4.42
C 1.29 -1.70 3.50
H 8.48 -1.56 1.27
H 8.05 0.83 1.72
H 5.79 1.61 2.26
H 4.34 -2.41 1.90
H 6.60 -3.18 1.37
H 2.75 1.07 5.30
H 2.87 3.24 6.44
H 3.45 5.28 5.18
H 3.90 5.14 2.75
H 3.73 2.98 1.59
H 4.27 -0.93 4.91
H 3.49 -2.60 6.54
H 1.30 -3.71 6.22
H -0.10 -3.15 4.26
H 0.68 -1.46 2.64
C 1.40 -1.82 -6.16
C 0.08 -1.42 -6.30
C -0.77 -1.43 -5.20
C -0.33 -1.82 -3.94
C 1.00 -2.24 -3.83
C 1.85 -2.25 -4.92
Ge -1.50 -1.77 -2.34
C -3.33 -1.64 -3.03
C -4.27 -2.60 -2.66
C -5.60 -2.48 -3.05
C -6.01 -1.40 -3.82
C -5.08 -0.44 -4.20
C -3.76 -0.56 -3.80
C -1.27 -3.53 -1.52
C -0.66 -4.57 -2.21
C -0.51 -5.83 -1.64
C -0.97 -6.07 -0.36
C -1.59 -5.05 0.34
C -1.74 -3.80 -0.23
H 2.06 -1.83 -7.01
H -0.29 -1.11 -7.27
H -1.80 -1.14 -5.35
H 1.38 -2.58 -2.87
H 2.87 -2.58 -4.80
H -3.98 -3.45 -2.06
H -6.32 -3.22 -2.75
H -7.04 -1.30 -4.12
H -5.39 0.41 -4.79
H -3.06 0.23 -4.07
H -0.32 -4.42 -3.23
H -0.03 -6.62 -2.21
H -0.84 -7.04 0.09
H -1.96 -5.23 1.34
H -2.23 -3.02 0.34
C -5.12 -0.35 1.27
C -5.03 0.21 0.01
C -3.80 0.25 -0.65
C -2.62 -0.25 -0.08
C -2.75 -0.81 1.20
C -3.97 -0.86 1.86
H -6.07 -0.39 1.79
H -5.91 0.60 -0.48
H -3.78 0.68 -1.64
H -1.87 -1.19 1.68
H -4.03 -1.29 2.86
*
```

The value obtained for the strongest force on any atom is 0.9 eV/A. The LUMO energy (alpha / beta) is 0.01 / -0.02 eV. The energy above the lowest of the compared OMol25 structures with the same formula, charge and spin comes out at 7.6 kcal per mole. As for the total energy: -11070.28453 a.u.

Formula: C6H8LiO6Rb
Source: the OMol25 dataset
Level of theory: the ωB97M-V functional and the def2-TZVPD basis

ORCA input file:
```
! wB97M-V def2-TZVPD RIJCOSX def2/J DEFGRID3
* xyz 0 1
O -4.71 1.96 1.86
C -4.81 1.55 0.60
C -4.73 3.39 1.91
O -4.55 2.55 -0.25
C -4.40 3.79 0.47
H -3.98 3.72 2.64
H -5.73 3.71 2.23
H -3.37 4.13 0.34
H -5.10 4.52 0.05
O -4.52 0.39 0.28
Li -3.53 -0.44 -1.14
C -2.41 -1.77 0.10
C -1.16 -2.38 -0.44
O 0.05 -1.75 0.15
C 1.26 -2.28 -0.09
O 1.38 -3.23 -0.90
O 2.18 -1.89 0.68
H -2.17 -1.15 0.99
H -3.08 -2.59 0.43
H -1.04 -2.27 -1.53
H -1.08 -3.45 -0.22
Rb 5.40 -4.13 -0.28
*
```

The value obtained for the strongest force on any atom is 5.4 eV/A. The LUMO energy is -1.24 eV. The energy above the lowest of the compared OMol25 structures with the same formula, charge and spin comes out at 65.0 kcal per mole. As for the total energy: -716.40063 a.u.

Formula: C16H36Br3CuN6O8
Source: the OMol25 dataset
Level of theory: the ωB97M-V functional and the def2-TZVPD basis

ORCA input file:
```
! wB97M-V def2-TZVPD RIJCOSX def2/J DEFGRID3
* xyz 1 2
Cu 1.95 0.13 0.04
N -1.24 -0.32 -0.59
O -1.52 0.87 -0.70
O -1.96 -1.29 -0.81
O -0.20 -0.62 0.04
C 0.50 2.95 -2.86
C 1.08 1.60 -2.76
O 1.42 1.12 -1.68
N 1.32 1.10 -3.90
C 2.23 0.03 -4.14
H -0.56 2.91 -2.61
H 0.76 3.40 -3.82
H 1.23 3.43 -2.21
H 0.97 1.66 -4.66
H 2.76 0.04 -5.09
H 1.78 -0.96 -4.12
H 3.10 -0.02 -3.49
C 3.91 -1.63 3.58
C 2.52 -1.12 3.08
O 2.29 -0.97 1.92
N 1.60 -0.76 3.98
C 0.26 -0.15 3.79
H 4.77 -1.45 2.94
H 3.72 -2.69 3.77
H 4.00 -1.30 4.62
H 1.76 -1.04 4.94
H 0.27 0.90 3.50
H -0.54 -0.30 4.52
H -0.16 -0.53 2.86
C 3.68 -3.83 0.18
C 2.49 -3.24 -0.59
O 2.19 -2.00 -0.55
N 1.74 -4.09 -1.37
C 0.39 -3.73 -2.07
H 4.62 -3.31 -0.01
H 3.96 -4.80 -0.24
H 3.46 -3.93 1.24
H 2.27 -4.87 -1.71
H -0.17 -3.04 -1.45
H -0.07 -4.71 -2.21
H 0.64 -3.28 -3.03
C -4.75 2.35 -3.29
C -5.48 1.64 -2.22
O -6.69 1.80 -1.98
N -4.76 0.97 -1.34
C -5.19 0.25 -0.17
H -5.36 2.50 -4.18
H -3.80 1.83 -3.46
H -4.46 3.35 -2.99
H -3.75 0.95 -1.37
H -6.28 0.17 -0.16
H -4.98 0.76 0.77
H -4.85 -0.78 -0.15
C 3.18 3.45 2.10
C 1.67 3.01 1.96
O 1.42 1.90 1.42
N 0.74 3.93 2.14
C -0.68 3.64 1.92
H 3.78 2.67 2.58
H 3.29 4.40 2.61
H 3.69 3.70 1.17
H 0.97 4.79 2.62
H -0.82 2.64 1.52
H -1.25 4.39 1.36
H -1.14 3.74 2.91
C -3.52 -3.64 1.46
Br -4.03 -5.56 1.27
Br -1.76 -3.25 2.25
Br -4.88 -2.61 2.43
H -3.55 -3.15 0.49
*
```

The value obtained for the strongest force on any atom is 4.7 eV/A. The LUMO energy (alpha / beta) is -2.78 / -5.76 eV. As for the total energy: -10923.85916 a.u.

Formula: C22H24F5LuNOP2
Source: the OMol25 dataset
Level of theory: the ωB97M-V functional and the def2-TZVPD basis

ORCA input file:
```
! wB97M-V def2-TZVPD RIJCOSX def2/J DEFGRID3
* xyz 1 1
C -1.39 3.50 -2.10
C -1.20 2.19 -1.64
C 0.13 1.69 -1.56
C 1.24 2.48 -2.00
C 0.99 3.78 -2.52
C -0.30 4.27 -2.54
C 2.51 1.86 -1.96
C 2.61 0.46 -2.01
C 1.48 -0.29 -1.58
C 1.53 -1.71 -1.54
C 2.72 -2.35 -1.86
C 3.82 -1.62 -2.32
C 3.80 -0.23 -2.40
H -2.40 3.89 -2.13
H 1.83 4.36 -2.91
H -0.50 5.27 -2.91
H 3.41 2.47 -2.13
H 2.77 -3.44 -1.78
H 4.71 -2.16 -2.63
H 4.65 0.34 -2.77
N 0.39 0.41 -1.05
Lu 0.33 0.12 1.12
C -2.37 1.33 -1.20
H -2.35 0.34 -1.68
H -3.31 1.84 -1.46
C 0.32 -2.51 -1.04
H -0.62 -2.14 -1.49
H 0.46 -3.56 -1.31
P -2.39 1.06 0.63
P 0.08 -2.47 0.78
C 1.38 -3.62 1.34
H 1.44 -3.55 2.43
H 1.08 -4.64 1.05
H 2.35 -3.36 0.90
C -1.39 -3.52 1.02
H -1.13 -4.56 0.76
H -1.67 -3.45 2.07
H -2.21 -3.16 0.39
C -2.80 2.77 1.15
H -3.81 3.05 0.82
H -2.75 2.81 2.24
H -2.08 3.48 0.73
C -4.08 0.36 0.83
H -4.21 0.17 1.90
H -4.84 1.08 0.49
H -4.19 -0.58 0.28
C 2.75 0.41 0.83
O 2.80 -0.48 1.68
H 3.62 0.94 0.30
F -2.10 -0.91 3.37
C -0.94 -0.15 3.31
F -1.28 1.13 3.72
C 0.03 -0.71 4.35
F -0.48 -0.70 5.60
F 0.38 -2.00 4.06
F 1.18 0.03 4.35
*
```

The value obtained for the strongest force on any atom is 3.4 eV/A. The LUMO energy is -4.92 eV. The energy above the lowest of the compared OMol25 structures with the same formula, charge and spin comes out at 0.0 kcal per mole. As for the total energy: -3400.08017 a.u.